Entry 1:
Below is a structure of composition C4H80O37V, with properties calculated with ωB97M-V/def2-TZVPD.

```
122
C4H80O37V ωB97M-V/def2-TZVPD
V -2.5367 -1.9921 -0.8561
C 0.4070 -0.3235 0.4318
C -0.8169 0.5574 0.0151
O -1.8635 0.1031 -0.8116
H 0.1854 -1.1448 1.1134
H 1.0092 0.4484 0.9111
H 1.0904 -0.5794 -0.3779
H -0.2921 1.2663 -0.6254
H -1.2056 1.1380 0.8517
C 0.7444 -3.4536 -2.7723
C -0.3146 -2.4123 -3.1103
O -1.5581 -2.8067 -2.6484
H 1.7186 -3.0548 -3.0553
H 0.4966 -4.3731 -3.3027
H 0.8019 -3.6580 -1.7032
H -0.3755 -2.2802 -4.1905
H -0.0032 -1.5020 -2.5979
O -0.6591 -6.1982 2.0469
H 0.2581 -5.9309 2.1056
H -0.7217 -6.9671 2.6136
O 4.4572 -2.2834 -3.5176
H 4.6705 -2.7004 -4.3524
H 3.8706 -2.9025 -3.0831
O 4.0079 3.7993 -2.6731
H 3.9995 4.0402 -3.5995
H 3.4628 3.0140 -2.6245
O 5.4461 -1.1765 1.3576
H 5.8935 -1.4897 0.5716
H 5.4194 -1.9373 1.9379
O -0.8195 4.4906 2.7215
H -0.8873 4.9694 3.5476
H -0.1817 4.9866 2.2083
O -0.3122 1.8459 3.3483
H -0.3128 2.7116 2.9399
H -0.4235 2.0213 4.2827
O -3.2319 2.6994 3.5002
H -3.0526 2.7395 4.4396
H -2.4377 3.0413 3.0895
O -3.1224 -1.3733 -4.6575
H -2.5682 -1.9974 -4.1889
H -2.6914 -1.2583 -5.5044
O 2.7650 3.7660 2.0992
H 2.2004 3.8467 1.3305
H 3.0801 2.8625 2.0719
O -6.7257 0.0470 -2.0381
H -6.9227 0.1711 -1.1096
H -6.0984 0.7398 -2.2450
O 2.1848 1.9829 -2.2273
H 2.7251 1.2198 -2.4322
H 1.3095 1.7467 -2.5344
O -4.3826 -1.4258 -2.0331
H -4.5560 -1.7755 -2.9071
H -5.1515 -0.8928 -1.8309
O 4.2855 -2.4701 3.5043
H 3.8000 -3.0219 4.1175
H 4.4131 -1.6453 3.9731
O -3.4807 -4.0767 -0.3656
H -4.2866 -4.1696 0.1424
H -3.0570 -4.9326 -0.3021
O 0.7611 0.6778 -5.0146
H 0.4840 1.1095 -4.2064
H 1.3863 0.0118 -4.7287
O 0.4893 6.6958 0.5675
H 0.6249 6.0857 -0.1574
H 1.3707 6.8885 0.8871
O 2.0972 0.2239 3.4253
H 1.2408 0.6469 3.3638
H 2.0783 -0.2352 4.2651
O 3.3563 0.3198 -4.0812
H 3.5296 0.7126 -4.9367
H 4.1020 -0.2604 -3.9280
O 3.0398 3.7776 4.7552
H 3.5090 2.9502 4.8630
H 2.9482 3.8799 3.8079
O -1.1142 -3.1650 0.4130
H -1.1096 -4.0764 0.7056
H -0.2060 -2.8780 0.5078
O 1.8686 -5.7688 1.7987
H 2.5187 -6.1305 2.4011
H 2.2001 -5.9882 0.9280
O -0.2889 5.2668 -3.2586
H -1.0388 5.7325 -2.8883
H 0.4249 5.4335 -2.6431
O -3.8191 0.1401 3.1883
H -2.9460 0.1157 2.7966
H -3.9637 1.0635 3.3949
O -4.9220 0.8039 -4.5632
H -4.4297 0.0942 -4.9758
H -4.4101 1.0315 -3.7871
O -3.7724 2.5366 0.6385
H -2.9657 2.1842 0.2626
H -3.5236 2.8196 1.5184
O 0.8144 -2.9231 3.8063
H 1.6212 -3.1290 4.2785
H 1.0666 -2.9366 2.8831
O -4.3074 1.6568 -1.8776
H -4.3766 2.0789 -1.0213
H -3.6060 1.0139 -1.7723
O 4.1121 1.2123 2.1252
H 4.5445 0.4215 1.8028
H 3.3868 0.8884 2.6593
O 0.3572 -5.5167 4.6367
H 0.6048 -4.7146 4.1768
H -0.5189 -5.3369 4.9780
O -3.9251 -1.4639 0.8303
H -4.7344 -1.9470 0.9975
H -3.8824 -0.8164 1.5339
O 1.3335 4.6211 -1.2949
H 1.2990 3.6939 -1.5300
H 2.2502 4.7773 -1.0679
O 1.3842 3.8720 -5.0260
H 1.0156 2.9912 -4.9583
H 0.8255 4.4097 -4.4649
O -0.6958 2.2046 -3.1931
H -0.9115 3.1229 -3.0304
H -1.3834 1.7134 -2.7436
O -0.6258 -2.2824 5.9659
H -1.4762 -2.0434 5.5971
H -0.1257 -2.6145 5.2203
O 1.8958 -2.7039 1.4238
H 2.7083 -3.2076 1.3772
H 2.1766 -1.7902 1.3730
```

Summary:
lowest unoccupied orbital energy (spin up / spin down) = -0.980 / -0.980 eV
Kohn-Sham gap (spin up / spin down) = 5.76 / 6.88 eV
expectation value of S² = 3.7541
HOMO energy (spin up / spin down) = -6.7 / -7.9 eV
spin multiplicity = 4

=====

Entry 2:
Below is a structure of composition C40H29BaBrF4IN8O3S5, with properties calculated with ωB97M-V/def2-TZVPD.

```
92
C40H29BaBrF4IN8O3S5 ωB97M-V/def2-TZVPD
Ba -0.5310 -0.9486 -0.5040
O 2.0888 -2.8509 4.5026
C 3.0073 -3.0995 3.5553
C 4.3016 -3.4202 3.9702
C 5.2913 -3.6805 3.0424
C 5.0136 -3.6279 1.6796
C 3.7331 -3.3112 1.2661
C 2.7138 -3.0469 2.1802
C 1.3649 -2.6893 1.6541
O 1.2058 -2.6407 0.3892
N 0.4452 -2.4280 2.5671
N -0.7663 -2.0226 2.0325
C -1.6879 -1.7996 2.8908
C -3.0326 -1.3021 2.6229
C -3.8458 -1.1045 3.7481
C -5.1476 -0.6564 3.6609
C -5.6773 -0.4034 2.3940
C -4.9115 -0.5836 1.2643
C -3.5610 -1.0160 1.3232
O -2.8741 -1.1523 0.2362
H 1.2419 -2.6368 4.0140
H 4.5024 -3.4506 5.0333
H 6.2913 -3.9201 3.3842
H 5.7902 -3.8206 0.9511
H 3.4892 -3.2426 0.2138
H -1.4597 -1.9843 3.9456
H -3.4216 -1.3143 4.7249
H -5.7424 -0.5132 4.5532
H -6.7028 -0.0643 2.2947
H -5.3214 -0.3956 0.2783
N -1.9596 1.5258 -1.6331
C -2.7890 1.6006 -2.8416
C -3.2761 0.2186 -3.2956
C -2.5377 -0.3465 -4.5105
C -1.0517 -0.6271 -4.3498
N -0.8136 -1.7093 -3.3895
H -2.5356 1.2353 -0.8463
H -1.5702 2.4330 -1.4051
H -2.1895 2.0607 -3.6326
H -3.6553 2.2542 -2.6862
H -4.3296 0.3000 -3.5747
H -3.2468 -0.4722 -2.4478
H -2.6577 0.3590 -5.3396
H -3.0341 -1.2694 -4.8320
H -0.5201 0.2575 -3.9916
H -0.6352 -0.8603 -5.3373
H 0.1680 -1.9708 -3.3834
H -1.3352 -2.5425 -3.6425
C 1.0500 3.2660 -3.4096
S 2.8464 3.1748 -3.2194
C 2.9428 2.3816 -1.6632
C 2.6630 1.0749 -1.4141
S 2.0474 -0.1188 -2.4818
S 2.8110 0.6363 0.2902
C 3.2062 2.1917 0.9377
S 3.3704 2.5238 2.5502
S 3.3825 3.3748 -0.2901
H 0.8522 3.6977 -4.3907
H 0.6163 3.9055 -2.6402
H 0.6317 2.2613 -3.3547
F 0.1607 3.8931 0.8128
C 0.2765 4.6739 1.8743
C 0.7039 5.9345 1.7068
F 1.0072 6.3567 0.4899
C 0.8212 6.8750 2.8057
C 0.4229 6.3469 4.0970
C -0.0271 5.0958 4.2603
F -0.3793 4.7012 5.4737
C -0.1241 4.1473 3.1655
C -0.5688 2.8740 3.3375
C -0.5385 1.9038 2.2846
N -0.5401 1.0829 1.4863
C -1.0480 2.3457 4.5819
N -1.4606 1.8621 5.5379
F 0.4979 7.1405 5.1563
C 1.2486 8.1550 2.6343
C 1.3587 9.1085 3.7024
N 1.4792 9.9326 4.4931
C 1.6230 8.7145 1.3665
N 1.9469 9.2517 0.4046
Br 0.6701 -8.2071 -1.7659
C 0.7101 -7.1999 -3.3683
C 0.6613 -7.9014 -4.5662
C 0.6851 -7.2192 -5.7703
C 0.7604 -5.8340 -5.7744
C 0.8105 -5.1420 -4.5764
C 0.7840 -5.8115 -3.3542
I 0.8869 -4.6674 -1.6059
H 0.6055 -8.9809 -4.5432
H 0.6479 -7.7706 -6.7006
H 0.7861 -5.2889 -6.7090
H 0.8839 -4.0622 -4.5807
```

Summary:
lowest unoccupied orbital energy = -1.851 eV
Kohn-Sham gap = 3.06 eV
HOMO energy = -4.9 eV
charge = -1

=====

Entry 3:
Below is a cluster of 2 separate species, C3H11N2 in total, with properties calculated with ωB97M-V/def2-TZVPD.

```
16
C3H11N2 ωB97M-V/def2-TZVPD
C 2.0232 -0.7256 -0.6569
N 1.3851 0.5856 -0.7790
H 1.8938 -1.2808 -1.5886
H 3.1115 -0.6557 -0.5566
H 1.6509 -1.3124 0.1892
H 1.8005 1.3004 -0.1940
H 0.0131 -0.1344 -0.0177
H 1.3172 0.9942 -1.7060
C -2.1241 -0.0379 -0.2552
C -0.9285 0.3820 1.7817
N -0.8874 -0.0127 0.5552
H -1.8701 0.3755 -1.2340
H -2.9130 0.5182 0.2504
H -2.4353 -1.0860 -0.3012
H -0.4773 -0.1739 2.6056
H -1.5597 1.2635 1.9072
```

Summary:
lowest unoccupied orbital energy = -5.457 eV
Kohn-Sham gap = 8.86 eV
HOMO energy = -14.3 eV
charge = +1

=====

Entry 4:
Below is a cluster of 2 separate species, C5H11OP in total, with properties calculated with ωB97M-V/def2-TZVPD.

```
18
C5H11OP ωB97M-V/def2-TZVPD
C 1.6440 1.8885 0.0464
C 1.5725 0.5686 0.0008
C 0.2727 -0.2218 -0.2041
C -0.3767 -0.7082 1.1656
C 0.7933 -1.3913 -1.0932
H 0.7526 2.5345 0.0858
H 2.6033 2.3556 0.0056
H 2.4112 -0.0979 0.0844
H -0.3202 0.4296 -0.7826
H -1.2997 -1.4874 0.9421
H -0.8215 0.1165 1.6129
H 0.3598 -1.1017 1.7914
H 1.7836 -1.1296 -1.4244
H 0.1676 -1.5754 -1.8648
H 0.8294 -2.1932 -0.3670
O -4.0279 -0.0285 -0.8378
P -3.4289 0.2461 0.4481
H -2.9152 1.7958 0.3909
```

Summary:
lowest unoccupied orbital energy = -0.893 eV
Kohn-Sham gap = 8.68 eV
SMILES = C=CC(C)C.O=P
HOMO energy = -9.6 eV

=====

Entry 5:
Below is the ion C4H9N4OSi with charge -1, with properties calculated with ωB97M-V/def2-TZVPD.

```
19
C4H9N4OSi ωB97M-V/def2-TZVPD
C 0.5685 0.8860 -1.7518
Si -0.2874 -0.0896 -0.4088
C -2.2108 0.2858 -0.1987
C -0.1824 -1.8984 -0.9511
N 0.8819 -0.0751 0.9000
N 0.8868 -0.9408 1.9668
N 1.4688 -0.3265 2.9323
C 1.6540 1.0461 2.5476
O 2.0057 1.8915 3.3624
N 1.2644 1.1964 1.2195
H 0.7042 2.0249 -1.5078
H 1.5276 0.6666 -2.0666
H 0.0289 1.1695 -2.6607
H -2.4945 1.3661 0.1840
H -2.6365 0.0927 -1.1119
H -2.6119 -0.5033 0.5339
H 0.8241 -2.2661 -0.6697
H -0.8943 -2.3502 -0.3676
H -0.4970 -2.1755 -1.9520
```

Summary:
lowest unoccupied orbital energy = 3.397 eV
Kohn-Sham gap = 6.68 eV
SMILES = C[Si](C)(C)n1nnc([O-])n1
HOMO energy = -3.3 eV
charge = -1

=====

Entry 6:
Below is a cluster of 11 separate species, C32H93N7O11 in total, with properties calculated with ωB97M-V/def2-TZVPD.

```
143
C32H93N7O11 ωB97M-V/def2-TZVPD
C -8.2686 3.8537 1.2646
O -7.2290 2.8577 1.1896
C -6.8783 2.1005 2.3617
C -6.4398 2.9558 3.5894
C -5.3215 3.8147 3.1131
N -5.9378 2.1254 4.6597
H -9.2870 3.4783 1.3655
H -8.2294 4.4878 0.3789
H -8.0118 4.5094 2.0967
H -7.6616 1.4059 2.6652
H -6.0271 1.4974 2.0456
H -7.2204 3.5928 4.0054
H -4.4065 3.2932 2.8324
H -5.0502 4.4792 3.9335
H -5.5976 4.4015 2.2370
H -6.8385 1.8465 5.0217
H -5.6831 2.7203 5.4352
C 5.5591 4.6322 11.2862
O 4.7987 3.7622 10.5111
C 5.6451 2.8010 9.8454
C 6.3918 3.2168 8.5886
C 5.4870 3.9557 7.6063
N 6.9544 2.0150 7.9189
H 6.3148 5.1152 10.6668
H 6.0621 4.0232 12.0374
H 5.0438 5.3620 11.9107
H 6.3048 2.2936 10.5492
H 5.0208 1.9671 9.5245
H 7.2495 3.8477 8.8218
H 5.8271 3.9425 6.5708
H 5.2346 4.9899 7.8405
H 4.5378 3.4254 7.5300
H 6.2160 1.3489 7.7426
H 7.5118 1.5461 8.6186
C 2.1109 2.1630 1.7372
O 1.7321 0.7556 1.6454
C 0.5632 0.5430 0.8417
C 0.4192 -0.9239 0.4750
C 1.3568 -1.3678 -0.6553
N -0.9678 -1.2235 0.0910
H 3.0838 2.3358 2.1973
H 1.4238 2.7582 2.3387
H 2.1659 2.5810 0.7321
H -0.2867 0.7901 1.4779
H 0.4418 1.2574 0.0275
H 0.6137 -1.6178 1.2927
H 1.1980 -0.7316 -1.5260
H 1.1763 -2.3823 -1.0105
H 2.4005 -1.2355 -0.3701
H -1.1992 -0.5663 -0.6402
H -1.4495 -0.9216 0.9258
C -5.2982 -1.9905 -4.3146
O -5.9951 -3.2028 -4.7856
C -6.9935 -2.8833 -5.7326
C -7.7380 -4.1221 -6.1671
C -6.8440 -5.1897 -6.8886
N -8.8823 -3.7930 -7.0226
H -4.3215 -2.2180 -3.8874
H -5.9042 -1.3917 -3.6346
H -4.9379 -1.3828 -5.1447
H -7.6968 -2.2626 -5.1773
H -6.5641 -2.2497 -6.5087
H -8.2236 -4.6397 -5.3397
H -7.3162 -6.1379 -7.1457
H -6.0367 -5.3829 -6.1822
H -6.3522 -4.7949 -7.7776
H -9.3272 -4.6877 -7.1702
H -9.5401 -3.2163 -6.5177
C -2.9158 2.5453 -1.8126
O -2.0648 2.0250 -2.7966
C -1.7781 2.9847 -3.8686
C -0.5130 2.5078 -4.6490
C -0.5457 1.0825 -5.2072
N 0.6305 2.5472 -3.8082
H -2.4561 3.4721 -1.4694
H -2.7775 1.7842 -1.0447
H -3.9219 2.7982 -2.1473
H -2.6324 3.0080 -4.5452
H -1.6434 3.9816 -3.4488
H -0.2795 3.2320 -5.4294
H 0.3930 0.8967 -5.7292
H -1.4299 0.8721 -5.8090
H -0.4520 0.3306 -4.4237
H 0.3990 1.9614 -3.0187
H 0.7209 3.4700 -3.4077
C -1.1803 -6.6088 -5.3881
O -1.1759 -6.9439 -6.7826
C -0.3202 -7.9869 -7.1509
C -0.6677 -8.6206 -8.5059
C -2.1411 -9.0509 -8.6174
N 0.1563 -9.7757 -8.6685
H -1.7561 -5.7005 -5.2107
H -0.1377 -6.4428 -5.1170
H -1.6698 -7.3768 -4.7891
H 0.6618 -7.5162 -7.1054
H -0.2094 -8.7242 -6.3558
H -0.3791 -7.8214 -9.1886
H -2.4623 -9.5843 -9.5120
H -2.8597 -8.2450 -8.4686
H -2.2851 -9.7487 -7.7924
H 0.1038 -10.0739 -9.6320
H -0.2762 -10.4832 -8.0920
C 9.0380 -4.6808 1.4810
O 8.1975 -4.0009 0.5882
C 7.4607 -2.8606 1.0791
C 6.6407 -3.0817 2.3484
C 5.4805 -4.0793 2.2247
N 6.1275 -1.7539 2.7801
H 9.5123 -5.4863 0.9204
H 8.5123 -4.9772 2.3887
H 9.8502 -4.0145 1.7716
H 8.2325 -2.1167 1.2767
H 6.7727 -2.5396 0.2970
H 7.3092 -3.4404 3.1312
H 5.8246 -5.0920 2.0146
H 4.8931 -3.7618 1.3632
H 4.8908 -4.0992 3.1412
H 5.5384 -1.7149 3.5995
H 5.4899 -1.3497 2.1091
C 7.2248 4.3078 -0.0165
O 7.7194 4.8811 1.1428
H 6.8829 3.2978 0.2096
H 6.3302 4.8349 -0.3482
H 7.9379 4.2810 -0.8405
H 8.0532 4.1566 1.6770
C 2.1939 7.1445 -1.6500
O 1.1237 6.2737 -1.7993
H 1.9291 8.1502 -1.9763
H 2.5072 7.1805 -0.6066
H 2.9886 6.8084 -2.3160
H 0.3025 6.7393 -1.6245
C -0.6050 6.8722 3.4477
O -1.8369 7.4827 3.2144
H -0.7166 5.7940 3.5628
H 0.1169 6.9964 2.6405
H -0.2121 7.3104 4.3652
H -2.0235 8.0385 3.9746
C -2.1165 -0.8812 4.7252
O -3.1952 -0.8491 3.7652
H -1.6871 0.1199 4.6855
H -2.4810 -1.1273 5.7226
H -1.3761 -1.6079 4.3907
H -3.8481 -0.2832 4.1837
```

Summary:
lowest unoccupied orbital energy = 0.221 eV
Kohn-Sham gap = 9.35 eV
SMILES = COC[C@H](C)N.COC[C@H](C)N.COC[C@H](C)N.COC[C@H](C)N.COC[C@H](C)N.COC[C@H](C)N.COC[C@H](C)N.CO.CO.CO.CO
HOMO energy = -9.1 eV

=====

Entry 7:
Below is a cluster of 3 separate species, C17H41NO4PSi in total, with properties calculated with ωB97M-V/def2-TZVPD.

```
65
C17H41NO4PSi ωB97M-V/def2-TZVPD
C 0.9679 4.8541 1.7922
C 0.0156 4.7270 0.8780
C -1.1613 4.6276 -0.2254
C -1.4083 3.1370 -0.7990
C -0.0647 2.3203 -1.1700
C 0.0414 0.8383 -0.5343
O 0.8976 0.6372 0.6524
P -0.2811 0.4662 1.9646
Si -1.7901 0.8804 3.5745
C -3.4942 0.3667 2.8163
C -1.3707 0.0165 5.2369
C -1.8815 2.8224 3.7654
O -1.3417 -0.5328 0.9646
C -1.2970 -0.0980 -0.4379
C -1.3947 -1.2136 -1.6061
N -1.6029 -2.6170 -1.1304
H 1.6275 5.3649 2.5977
H -2.1296 4.9706 0.3298
H -0.9554 5.3458 -1.1030
H -2.0587 2.5826 -0.0045
H -2.0535 3.2094 -1.7654
H -0.0772 2.1743 -2.3301
H 0.9164 2.8836 -0.9363
H 0.6902 0.2864 -1.3385
H 0.3722 -0.6378 2.6315
H 0.6167 1.2903 2.7840
H -0.7456 1.7496 1.4693
H -3.4882 -0.7638 2.5915
H -3.5405 0.8944 1.7737
H -4.4009 0.7246 3.4327
H -1.5626 -1.1282 5.2245
H -1.9166 0.5200 6.1401
H -0.2258 0.1740 5.4101
H -1.8474 3.1670 4.8622
H -0.9196 3.2289 3.2459
H -2.7700 3.2789 3.1743
H -2.3395 0.4294 -0.5231
H -2.2901 -0.9069 -2.2823
H -0.4708 -1.2388 -2.3162
H -0.9024 -2.8688 -0.4157
H -2.5701 -2.7456 -0.7956
C 4.8083 -1.2204 2.4248
C 5.2136 -1.0459 0.9699
C 5.3436 0.4244 0.6040
O 4.2377 -1.6577 0.1302
H 3.8354 -0.7563 2.6169
H 4.7066 -2.2814 2.6712
H 5.5468 -0.7744 3.0973
H 6.1652 -1.5555 0.7892
H 4.3892 0.9452 0.7339
H 5.6237 0.5353 -0.4478
H 6.0986 0.9198 1.2214
H 3.3898 -1.2123 0.2833
C -0.9659 -5.1024 -5.1425
C -1.1844 -3.7134 -5.7215
C -0.1936 -2.7131 -5.1487
O -2.5123 -3.2832 -5.4313
H -1.1070 -5.0997 -4.0567
H -1.6929 -5.8089 -5.5541
H 0.0410 -5.4681 -5.3628
H -1.0837 -3.7489 -6.8105
H -0.3084 -2.6280 -4.0632
H -0.3697 -1.7166 -5.5642
H 0.8366 -3.0070 -5.3689
H -2.6108 -3.2489 -4.4682
```

Summary:
lowest unoccupied orbital energy = 2.798 eV
Kohn-Sham gap = 6.54 eV
HOMO energy = -3.7 eV
charge = -1

=====

no.,calculated total energy (eV),F_max (eV/Å)
1,-106895.2564,2.28
2,-203899.5382,0.70
3,-6261.0376,1.57
4,-16696.7618,4.96
5,-20179.9754,4.94
6,-67636.4138,2.32
7,-45134.9728,7.05